# C30H67Br6F3O18P4

A molecular structure, C30H67Br6F3O18P4 in a non-equilibrium geometry (ωB97M-V/def2-TZVPD, OMol25).

Summary:
LUMO energy = -0.221 eV
electronic energy = -19647.0231 Ha

Cartesian coordinates (Å):
C 0.06652 1.56405 6.84708
C 0.28481 2.41935 5.60799
O -0.77464 2.19963 4.75428
C -0.81903 1.32874 3.74460
O 0.19058 0.67987 3.32468
C -2.20782 1.19810 3.17218
F -2.98996 2.26709 3.48725
F -2.04953 1.17990 1.82501
F -2.75979 0.04526 3.53601
H -0.95273 1.69853 7.20923
H 0.66889 1.77474 7.73074
H 0.23217 0.49739 6.69578
H 1.22006 2.14166 5.12190
H 0.27290 3.48683 5.82805
C 2.42376 -3.71180 3.00264
Br 1.57938 -2.75922 4.55019
Br 2.59353 -5.58316 3.49258
Br 4.24754 -2.98215 2.68276
H 1.77760 -3.65245 2.12683
C 0.80656 -0.68035 0.27662
Br -0.38139 0.40617 -0.76729
Br 2.23540 -1.54929 -0.75928
Br -0.33251 -1.97808 1.17770
H 1.25795 -0.06039 1.05122
C -2.40593 -1.75217 -2.07125
C -3.12361 -0.81249 -2.94530
O -2.88172 -1.20569 -4.36187
P -1.78723 -0.43348 -5.29513
O -1.78229 0.99088 -5.10386
O -0.40757 -1.29963 -4.97993
C 0.69444 -0.79979 -4.22104
C 1.77033 -0.38538 -5.14574
O -2.08476 -0.95767 -6.80186
C -2.40414 -2.34647 -7.08429
C -3.51100 -2.38775 -8.07957
H -2.57058 -1.39064 -1.05621
H -2.77941 -2.77537 -2.11218
H -1.36658 -1.69451 -2.39455
H -4.17152 -0.86321 -2.64966
H -2.84538 0.23667 -2.84551
H 0.29167 -0.05872 -3.53061
H 1.04980 -1.65213 -3.64196
H 2.76237 -0.37182 -4.69434
H 2.00469 -1.11879 -5.91728
H 1.70477 0.59470 -5.61824
H -1.54719 -2.78245 -7.59776
H -2.48898 -2.94729 -6.17880
H -3.20282 -1.91785 -9.01356
H -3.74940 -3.43084 -8.28747
H -4.38130 -1.80941 -7.76941
C -2.19933 4.88564 -1.20754
C -1.60440 3.53424 -1.66989
O -0.67794 3.76859 -2.76444
P 0.78886 4.38807 -2.39037
O 0.77161 5.71509 -1.64889
O 1.54155 3.23090 -1.62666
C 2.94745 3.13018 -1.61747
C 3.20389 1.66662 -2.14913
O 1.62776 4.49051 -3.78995
C 1.34655 3.59334 -4.85592
C 2.56760 3.66657 -5.83873
H -3.02151 4.68201 -0.52149
H -1.46449 5.48081 -0.66544
H -2.47387 5.56693 -2.01288
H -1.15703 2.89479 -0.90893
H -2.49833 3.04419 -2.05569
H 3.53646 3.90894 -2.10193
H 3.20632 3.11029 -0.55884
H 2.98178 1.43626 -3.19111
H 4.28429 1.55158 -2.23619
H 2.78109 0.96884 -1.42633
H 1.23580 2.57837 -4.47426
H 0.37690 3.80961 -5.30435
H 2.30728 3.18054 -6.77901
H 2.85642 4.67875 -6.12189
H 3.49204 3.23604 -5.45381
C -3.99962 -4.18180 0.60333
C -2.86865 -4.77794 1.37304
O -2.94099 -6.17802 1.13365
P -1.65311 -7.06539 1.53573
O -0.36552 -6.56086 1.00991
O -1.69897 -6.99129 3.16305
C -0.90843 -7.80697 3.93289
C -1.45881 -9.17083 4.22338
O -1.97331 -8.60688 1.14672
C -2.59248 -8.98293 -0.10473
C -3.14286 -10.38161 -0.14815
H -3.87200 -4.23775 -0.47773
H -4.84992 -4.84975 0.74090
H -4.39764 -3.23883 0.97815
H -1.94942 -4.35116 0.97185
H -2.95550 -4.55938 2.43735
H 0.06204 -7.90823 3.44705
H -0.74284 -7.22734 4.84102
H -0.54648 -9.73238 4.42442
H -2.23308 -9.14144 4.99002
H -1.97407 -9.60019 3.36415
H -3.44379 -8.32328 -0.27280
H -1.83776 -8.74416 -0.85404
H -3.73149 -10.51593 -1.05567
H -2.33640 -11.10617 -0.03523
H -3.81505 -10.38516 0.70989
C 2.72559 2.36929 2.00004
C 1.50172 3.27022 1.78810
O 1.18989 3.81404 2.98687
P 1.92785 5.02933 3.70808
O 1.16457 5.62626 4.83678
O 3.47724 4.64645 3.96940
C 4.37230 5.72926 4.33817
C 5.60320 5.05038 4.90643
O 2.00472 6.08164 2.50059
C 0.87817 6.92686 2.22167
C 1.19610 8.05585 1.22805
H 2.48893 1.68619 2.81580
H 2.97753 1.79288 1.10989
H 3.55333 3.02311 2.27475
H 1.51541 4.01535 0.99269
H 0.69236 2.63226 1.43304
H 4.56160 6.38337 3.48705
H 4.01862 6.32574 5.17913
H 5.42991 4.43207 5.78722
H 6.18551 4.48354 4.18000
H 6.30015 5.80076 5.27965
H 0.09122 6.21529 1.97166
H 0.48921 7.40434 3.12101
H 0.30708 8.63151 0.97046
H 1.89672 8.80181 1.60325
H 1.54360 7.64110 0.28182